1.
ORCA calculation (ωB97M-V with the def2-TZVPD basis set) on a structure of composition C5H11BFN2O8S2.

Geometry as ORCA input:
```
! RIJCOSX wB97M-V def2-TZVPD def2/J DEFGRID3
* xyz -1 1
C 3.41480 -0.26607 0.53128
C 2.86574 -1.38154 -0.45217
F 3.93514 -1.73322 -1.29948
S 2.34119 -2.84143 0.59713
O 3.54443 -3.73487 0.73477
O 1.96130 -2.38625 1.98091
N 1.10079 -3.59892 -0.26375
S -0.42901 -3.05727 0.20929
O -1.41957 -3.75135 -0.70096
O -0.80557 -3.41736 1.61988
B -0.68321 -1.21274 0.02025
N -0.90293 -0.28351 1.15763
O -0.65572 -0.59747 -1.28019
H 2.58059 0.04941 1.22130
H 3.73337 0.63901 -0.05000
H 4.27075 -0.71706 1.09082
H 1.99800 -0.98924 -1.05405
H -0.12196 0.37491 1.21208
H -1.02576 -0.79904 2.03043
H -0.18205 0.24529 -1.20107
C -3.16418 2.34848 -1.08722
C -2.85423 2.80465 0.30851
O -1.58389 3.43408 0.16359
C -1.47033 3.81981 -1.13408
O -0.60286 4.52033 -1.55314
O -2.47318 3.30444 -1.89076
H -4.23208 2.35723 -1.30361
H -2.76699 1.35229 -1.30033
H -3.57289 3.54156 0.67896
H -2.79970 1.97585 1.01399
*
```

Results
Gap between HOMO and LUMO   8.367 eV
HOMO   -0.223 Eh
Maximum force   5.57 eV/A
Calculated total energy   -1829.7427 hartree
Molecular weight   321.09 g mol⁻¹

Atom charges from the Mulliken analysis, given in e for atoms 1 to 2: number 1, C, carries -1.103; number 2, C, carries 0.450

---

2.
ORCA calculation (ωB97M-V with the def2-TZVPD basis set) on a structure of composition C20H43N2OOsSi3.

Geometry as ORCA input:
```
! RIJCOSX wB97M-V def2-TZVPD def2/J DEFGRID3
* xyz 1 1
Os -0.82310 0.06167 -0.30314
C 3.38578 0.29191 2.09348
Si 1.55397 0.37852 1.71967
C 0.88432 1.95318 2.50330
C 0.76412 -1.02871 2.68070
C 1.23810 0.36147 -0.17106
Si 2.28082 -0.91585 -1.12120
C 2.36014 -2.51684 -0.14434
C 1.62891 -1.25776 -2.84984
C 4.04440 -0.31746 -1.34166
Si 1.53211 2.04544 -0.91469
C 1.41167 2.07835 -2.77851
C 3.03521 2.99727 -0.36760
C -0.05512 2.99796 -0.45003
C -0.21891 4.37365 -0.34146
C -1.48235 4.91585 -0.20896
C -2.58938 4.07589 -0.20889
C -2.38441 2.71942 -0.29885
N -1.14940 2.18965 -0.39562
H 3.54393 0.50824 3.15305
H 3.96737 1.01861 1.52477
H 3.79354 -0.69981 1.89619
H 1.13180 1.92012 3.56740
H -0.20445 2.02790 2.42514
H 1.30398 2.87686 2.10380
H 0.75226 -0.75623 3.73969
H 1.33319 -1.95634 2.59653
H -0.26126 -1.23308 2.36969
H 1.46689 -2.70532 0.45088
H 3.21438 -2.50401 0.53457
H 2.49885 -3.36430 -0.81936
H 0.56158 -1.06281 -2.95592
H 1.81200 -2.29791 -3.12736
H 2.15434 -0.63590 -3.57652
H 4.52849 -0.05664 -0.40072
H 4.12283 0.53292 -2.02173
H 4.62362 -1.13124 -1.78764
H 2.29876 1.66483 -3.26084
H 1.30393 3.10989 -3.12264
H 0.54517 1.50877 -3.11907
H 3.94377 2.45625 -0.63369
H 3.06688 3.19273 0.70410
H 3.06381 3.95605 -0.89150
H 0.65387 5.01276 -0.37185
H -1.61364 5.98644 -0.11968
H -3.59508 4.46342 -0.13494
H -3.20622 2.01981 -0.29149
C -4.62998 -1.04558 2.13686
C -4.16748 -0.03481 1.11466
O -2.76844 0.29179 1.27382
H -5.64897 -1.36457 1.91694
H -4.62934 -0.61855 3.14135
H -3.98996 -1.92883 2.13491
H -4.75357 0.88604 1.18274
H -4.26309 -0.41332 0.09890
H -2.57618 0.44748 2.20490
C -3.08314 -2.75625 -1.15409
C -1.62536 -2.89846 -0.71915
C -0.81881 -3.61317 -1.80389
C -1.51300 -3.61170 0.62614
N -1.04277 -1.57399 -0.54801
H -3.45428 -3.73291 -1.46359
H -3.17398 -2.07323 -1.99931
H -3.71089 -2.40785 -0.33408
H -1.16935 -4.64381 -1.86364
H 0.24251 -3.62377 -1.57016
H -0.95766 -3.14108 -2.77587
H -2.04216 -4.56192 0.55038
H -1.96787 -3.02291 1.42307
H -0.47769 -3.81417 0.89491
*
```

Results
Gap between HOMO and LUMO (alpha / beta)   7.319 / 7.319 eV
Relative energy (zero: lowest compared OMol25 entry of this formula, charge and spin)   0.000 eV
HOMO (alpha / beta)   -0.401 / -0.401 Eh
Maximum force   1.02 eV/A
Calculated total energy   -1931.6039 hartree
Molecular weight   602.07 g mol⁻¹

Atom charges from the Mulliken analysis, given in e for atoms 1 to 2: number 1, Os, carries 0.549; number 2, C, carries -1.218

---

3.
ORCA calculation (ωB97M-V with the def2-TZVPD basis set) on the ion C5H9N2O2 with charge +1.

Geometry as ORCA input:
```
! RIJCOSX wB97M-V def2-TZVPD def2/J DEFGRID3
* xyz 1 3
C -0.23013 -1.27318 -1.10580
C 0.47086 0.79856 1.64736
C -0.85972 1.44966 1.26371
C 0.91746 -0.11502 0.51756
C 1.01049 0.51924 -0.85405
N 0.33080 -0.25387 -1.71954
N -1.09865 -2.18090 -1.55837
O 0.00211 -1.24655 0.21090
O -0.76805 1.92537 0.04446
H 1.24045 1.59742 1.90799
H 0.48799 0.31170 2.63784
H -1.67773 0.69250 1.51393
H -1.13981 2.13395 2.05229
H 2.03518 -0.32871 0.81834
H 1.58370 1.32480 -1.20730
H 0.19925 0.13137 -2.68511
H -1.10069 -2.50173 -2.53638
H -1.40353 -2.98461 -0.94784
*
```

Results
Gap between HOMO and LUMO (alpha / beta)   8.125 / 8.389 eV
Relative energy (zero: lowest compared OMol25 entry of this formula, charge and spin)   0.097 eV
HOMO (alpha / beta)   -0.409 / -0.514 Eh
Maximum force   3.14 eV/A
Calculated total energy   -455.5211 hartree
Molecular weight   129.14 g mol⁻¹

Atom charges from the Mulliken analysis, given in e for atoms 1 to 2: number 1, C, carries 0.392; number 2, C, carries -0.740

---

4.
ORCA calculation (ωB97M-V with the def2-TZVPD basis set) on a cluster of 2 separate species, C4H14NOS in total.

Geometry as ORCA input:
```
! RIJCOSX wB97M-V def2-TZVPD def2/J DEFGRID3
* xyz 0 2
C -2.00018 1.05592 0.38854
C -0.60214 0.60814 0.75068
C 0.44986 1.21996 -0.17779
C 1.92574 1.16618 0.27217
S 2.56529 -0.32661 1.14642
N -0.58162 -0.90413 0.70396
H -2.03588 2.14073 0.52728
H -2.17423 0.77693 -0.64933
H -2.80677 0.68821 1.01732
H -0.26141 0.81859 1.76912
H 0.15723 2.26495 -0.28575
H 0.47898 0.69327 -1.13406
H 2.52231 0.99297 -0.62551
H 2.28189 2.10994 0.66945
H 3.45087 -0.69062 0.17678
H -0.88920 -1.33963 -0.17879
H 0.41402 -1.22445 0.74506
H -0.90676 -1.36019 1.60075
H 0.13827 -2.96085 -2.18960
H -1.37489 -3.12868 -2.49271
O -0.75139 -2.60060 -2.03401
*
```

Results
Gap between HOMO and LUMO (alpha / beta)   3.424 / 9.987 eV
Relative energy (zero: lowest compared OMol25 entry of this formula, charge and spin)   0.884 eV
HOMO (alpha / beta)   -0.103 / -0.352 Eh
Maximum force   2.03 eV/A
Calculated total energy   -688.8402 hartree
Molecular weight   124.23 g mol⁻¹

Atom charges from the Mulliken analysis, given in e for atoms 1 to 2: number 1, C, carries -1.444; number 2, C, carries -0.322

---

5.
ORCA calculation (ωB97M-V with the def2-TZVPD basis set) on the ion C12H12N3 with charge +1.

Geometry as ORCA input:
```
! RIJCOSX wB97M-V def2-TZVPD def2/J DEFGRID3
* xyz 1 1
C -3.68227 1.24564 0.04052
C -3.44740 -0.10223 -0.14645
N -2.19652 -0.55977 -0.00460
C -1.74720 -1.93535 -0.11941
C -0.22406 -1.84619 -0.28081
N 0.21721 -0.76004 0.56607
C 1.44669 -0.14274 0.28716
C 2.54802 -0.57486 1.02137
C 3.79434 -0.03731 0.75833
C 3.94544 0.94310 -0.20851
C 2.84479 1.38405 -0.92531
C 1.59768 0.83742 -0.68644
C -1.24363 0.31398 0.33381
N -1.37940 1.57482 0.54619
C -2.60166 2.06454 0.39188
H -4.67414 1.65126 -0.07433
H -4.22320 -0.81099 -0.40260
H -2.23163 -2.43504 -0.95931
H -2.00665 -2.45956 0.80711
H 0.24990 -2.76873 0.06030
H 0.05107 -1.68617 -1.33465
H 2.41956 -1.33306 1.77669
H 4.64822 -0.38307 1.31972
H 4.91792 1.36637 -0.40029
H 2.95792 2.14874 -1.67804
H 0.73475 1.17793 -1.24050
H -2.71575 3.12729 0.55211
*
```

Results
Gap between HOMO and LUMO   7.259 eV
Relative energy (zero: lowest compared OMol25 entry of this formula, charge and spin)   0.000 eV
HOMO   -0.442 Eh
Maximum force   5.55 eV/A
SMILES string   C1=CN2CC[N+](c3ccccc3)=C2N=C1
Calculated total energy   -628.4475 hartree
Molecular weight   198.25 g mol⁻¹

Atom charges from the Mulliken analysis, given in e for atoms 1 to 2: number 1, C, carries -0.666; number 2, C, carries 0.087

---

6.
ORCA calculation (ωB97M-V with the def2-TZVPD basis set) on the ion C3H4NO with charge +1.

Geometry as ORCA input:
```
! RIJCOSX wB97M-V def2-TZVPD def2/J DEFGRID3
* xyz 1 1
C 0.74771 1.08058 -0.69582
C 1.44363 -0.03619 -0.82781
O 1.04531 -1.07817 -0.08230
C -0.02090 -0.50825 0.73971
N -0.52451 0.50192 -0.29240
H 0.36662 0.09428 1.61870
H -0.82155 -1.33764 0.71149
H -1.19357 1.19686 0.04877
H -1.04273 0.08662 -1.22033
*
```

Results
Gap between HOMO and LUMO (alpha / beta)   8.048 / 8.707 eV
Relative energy (zero: lowest compared OMol25 entry of this formula, charge and spin)   6.229 eV
HOMO (alpha / beta)   -0.569 / -0.578 Eh
Maximum force   3.85 eV/A
SMILES string   C1#COC[NH2+]1
Calculated total energy   -246.1632 hartree
Molecular weight   70.07 g mol⁻¹

Atom charges from the Mulliken analysis, given in e for atoms 1 to 2: number 1, C, carries -0.299; number 2, C, carries 0.459

---

7.
ORCA calculation (ωB97M-V with the def2-TZVPD basis set) on a structure of composition C15H23BN6SiSn.

Geometry as ORCA input:
```
! RIJCOSX wB97M-V def2-TZVPD def2/J DEFGRID3
* xyz 2 1
C -0.32467 3.19638 -0.80309
N -0.50551 2.02419 -1.44457
N -0.05073 2.15990 -2.73641
C 0.35237 3.43781 -2.91849
C 0.17273 4.12435 -1.71395
B 0.04581 0.82750 -3.57470
N 1.02351 -0.08747 -2.73421
N 0.74350 -0.52242 -1.46105
C 1.79404 -1.26677 -1.04003
C 2.74522 -1.30527 -2.06168
C 2.21561 -0.57500 -3.11734
Sn -1.22781 0.13032 -0.54832
N -1.32989 0.07125 -3.53583
N -1.89364 -0.33661 -2.33381
C -2.92751 -1.18798 -2.58661
C -3.03960 -1.29390 -3.96189
C -2.01634 -0.52991 -4.51949
H -3.46464 -1.68181 -1.78832
H -1.75991 -0.38019 -5.54913
H -3.79192 -1.85643 -4.47612
H 0.44329 0.98442 -4.69086
H 2.60697 -0.35320 -4.09743
H 0.73213 3.78905 -3.87070
H 3.70480 -1.78181 -2.04026
H 0.36268 5.16164 -1.50384
H 1.85403 -1.73422 -0.06841
H -0.54230 3.31038 0.24637
H -1.50190 -4.80421 -0.09607
C -0.84964 -4.67568 0.77809
H 0.24248 -4.70423 0.67664
H 3.32323 1.21157 1.34471
H -1.28525 -4.42616 1.75352
C 1.22045 -0.93914 5.25441
Si 0.38005 0.27095 4.06009
C -1.18573 -0.48252 3.37047
C 0.07689 1.78316 5.07900
C 1.52039 0.63421 2.66857
C 2.45777 0.94115 1.93603
H 0.91904 -0.65802 6.27780
H 2.31783 -0.86729 5.17142
H 0.91470 -1.97879 5.05707
H -1.84180 -0.79877 4.19393
H -1.72709 0.24870 2.75297
H -0.95780 -1.35975 2.74721
H 0.83965 2.54329 4.89846
H -0.89727 2.22541 4.86831
H 0.11180 1.51192 6.13754
*
```

Results
Gap between HOMO and LUMO (alpha / beta)   3.760 / 2.395 eV
Relative energy (zero: lowest compared OMol25 entry of this formula, charge and spin)   2.137 eV
HOMO (alpha / beta)   -0.545 / -0.531 Eh
Maximum force   3.49 eV/A
Calculated total energy   -1441.8915 hartree
Molecular weight   445.00 g mol⁻¹

Atom charges from the Mulliken analysis, given in e for atoms 1 to 2: number 1, C, carries -0.260; number 2, N, carries -0.235

---

8.
ORCA calculation (ωB97M-V with the def2-TZVPD basis set) on a structure of composition H14O7Xe.

Geometry as ORCA input:
```
! RIJCOSX wB97M-V def2-TZVPD def2/J DEFGRID3
* xyz 0 1
Xe 1.56993 0.48553 -0.77440
O -2.13685 -1.42120 -1.07987
H -3.01010 -1.11782 -1.32814
H -1.59407 -1.24491 -1.84834
O 1.32552 -1.05290 2.47151
H 0.89921 -1.75590 2.96169
H 0.60438 -0.50556 2.16067
O 0.64225 4.00126 -1.11398
H 0.10587 3.47550 -0.52059
H 0.59605 3.54007 -1.95148
O -0.71790 -1.16931 -3.94829
H -0.00404 -0.60115 -4.23783
H -0.60955 -1.97073 -4.46037
O 3.64878 -2.63357 2.14631
H 4.27187 -1.90744 2.17336
H 2.82871 -2.23536 1.85452
O -1.22114 2.61115 0.72504
H -1.17575 3.00260 1.59736
H -1.19840 1.66751 0.88397
O -1.31350 -0.13423 1.45435
H -1.64010 -0.57810 0.67171
H -1.87127 -0.45547 2.16282
*
```

Results
Gap between HOMO and LUMO   10.827 eV
Relative energy (zero: lowest compared OMol25 entry of this formula, charge and spin)   0.000 eV
HOMO   -0.392 Eh
Maximum force   1.07 eV/A
Calculated total energy   -864.4387 hartree
Molecular weight   257.39 g mol⁻¹

Atom charges from the Mulliken analysis, given in e for atoms 1 to 2: number 1, Xe, carries -0.018; number 2, O, carries -0.683